A structure of composition C41H38Cl6N4O3S4Ti in a non-equilibrium geometry. Source: OMol25; level of theory: ωB97M-V with the def2-TZVPD basis set.

XYZ file:
```
97
Properties=species:S:1:pos:R:3:forces:R:3:lowdin_charge:R:1
Ti 1.622685 1.879889 -0.062322 -0.192 -0.724 -1.267 0.84
C -0.282925 -11.727874 -1.386886 0.030 0.080 0.010 -0.05
O -1.006762 -10.677091 -2.022091 0.001 -0.107 -0.020 -0.05
C -0.702899 -9.410463 -1.713585 0.090 0.087 0.062 -0.27
C 0.274169 -9.034833 -0.791262 0.029 -0.061 0.067 0.00
C 0.497813 -7.691409 -0.540469 -0.041 0.068 -0.030 -0.02
C -0.231203 -6.703634 -1.198467 0.104 -0.073 0.054 -0.17
C -1.193650 -7.093847 -2.137150 -0.030 0.120 0.037 -0.01
C -1.429408 -8.423071 -2.387216 -0.100 -0.013 -0.089 0.02
C 0.015689 -5.285095 -0.974016 0.066 0.188 0.011 -0.23
N -0.387475 -4.302197 -1.754958 -0.069 -0.015 -0.117 0.20
C 0.097834 -3.161233 -1.193557 -0.006 -0.071 0.099 -0.17
C 0.805019 -3.432770 -0.037828 -0.052 -0.116 -0.083 -0.12
N 0.738600 -4.797786 0.090655 0.034 -0.055 0.036 0.19
C 1.419891 -2.423545 0.751224 -0.002 0.030 0.014 -0.05
C 2.129616 -2.616841 1.949894 -0.001 -0.021 -0.022 0.04
C 2.624971 -1.530095 2.622505 -0.024 -0.098 0.071 -0.01
C 2.438494 -0.252318 2.092892 0.041 0.034 0.040 -0.11
N 1.807104 -0.041562 0.951315 -0.131 -0.543 -0.349 0.05
C 1.294012 -1.104669 0.279737 0.029 -0.007 0.268 -0.13
C 0.597081 -0.810718 -0.937188 -0.065 0.036 -0.196 -0.14
N 0.579162 0.491898 -1.333801 -0.323 -0.653 -0.415 -0.02
C -0.049772 0.794308 -2.458119 0.009 0.048 0.130 -0.13
C -0.704491 -0.153743 -3.244897 -0.023 -0.072 -0.106 0.00
C -0.684919 -1.469243 -2.863845 -0.012 -0.062 -0.008 0.06
C -0.017882 -1.823887 -1.679361 0.008 0.061 -0.034 -0.05
H -0.687187 -12.650560 -1.785720 -0.027 -0.030 -0.016 0.10
H -0.423937 -11.703331 -0.305142 -0.034 0.004 0.011 0.10
H 0.781552 -11.666374 -1.619907 0.001 0.009 -0.027 0.10
H 0.866065 -9.777972 -0.276581 -0.024 0.031 -0.004 0.11
H 1.281008 -7.431359 0.163826 -0.011 -0.012 -0.018 0.11
H -1.753509 -6.327083 -2.657104 0.008 -0.056 -0.016 0.12
H -2.174058 -8.737081 -3.107849 0.025 0.026 0.036 0.13
H 1.134630 -5.357661 0.823801 0.012 -0.056 0.037 0.15
H 2.285460 -3.617809 2.335677 -0.017 0.046 0.019 0.13
H 3.162388 -1.643885 3.554606 -0.002 0.015 -0.050 0.13
H 2.826108 0.611608 2.609384 0.039 0.062 -0.037 0.11
H -0.043190 1.832480 -2.750892 -0.012 0.081 -0.013 0.09
H -1.208445 0.163666 -4.146025 0.000 0.023 0.003 0.12
H -1.160882 -2.245245 -3.450987 0.009 0.031 0.021 0.14
Cl 6.518101 6.298924 3.206986 0.002 0.002 -0.017 0.75
C 5.495719 5.110106 2.528913 0.059 0.022 0.036 -0.69
C 4.221380 5.466453 2.081440 0.039 0.070 0.038 -0.69
Cl 3.667433 7.079793 2.183507 -0.012 0.028 0.003 0.75
C 3.401584 4.487301 1.552350 -0.190 -0.337 -0.131 -0.56
Cl 1.817842 4.794278 0.939305 0.136 0.423 0.107 0.79
C 3.822469 3.163207 1.457992 0.084 0.241 0.090 -0.38
O 2.971881 2.264148 0.930703 1.877 1.029 1.719 -0.33
C 5.094779 2.813059 1.892789 -0.123 -0.162 -0.128 -0.59
Cl 5.594850 1.176021 1.731977 0.020 0.011 0.009 0.77
C 5.934584 3.786546 2.425900 -0.005 0.046 0.036 -0.69
Cl 7.498705 3.352903 2.955521 0.022 0.002 0.011 0.75
C -3.034469 6.969677 -1.273354 0.087 -0.121 0.192 -0.50
C -1.527805 7.128764 -1.067995 -0.093 -0.308 -0.059 -0.51
S -0.544326 5.617726 -1.256626 -0.058 0.179 -0.189 0.79
C -0.810030 5.195525 -3.003377 -0.162 -0.113 0.317 -0.50
C -2.062264 4.370921 -3.362286 0.023 -0.071 0.201 -0.48
S -2.497774 3.103907 -2.128297 -0.131 0.162 -0.143 0.81
C -4.283775 3.357328 -1.906338 0.251 0.049 -0.039 -0.51
C -4.777033 4.753050 -1.504922 0.189 -0.036 0.143 -0.51
S -3.796677 5.650234 -0.265869 -0.083 0.079 -0.079 0.87
H -3.255360 6.757910 -2.316648 -0.005 0.053 -0.022 0.06
H -3.530524 7.902325 -1.008426 0.036 0.063 -0.079 0.08
H -1.304306 7.462280 -0.054131 -0.015 0.075 -0.005 0.08
H -1.145321 7.876350 -1.763334 -0.007 0.092 0.067 0.08
H 0.090635 4.644192 -3.275818 -0.007 0.010 -0.096 0.05
H -0.810856 6.126373 -3.571207 0.085 -0.048 -0.102 0.09
H -1.893652 3.859876 -4.309642 -0.017 0.137 -0.088 0.08
H -2.934199 5.010237 -3.483435 0.051 0.007 -0.031 0.06
H -4.530441 2.626685 -1.134532 -0.090 -0.002 -0.015 0.07
H -4.785605 3.059675 -2.826398 -0.119 -0.083 0.056 0.08
H -5.774733 4.644251 -1.081149 -0.059 -0.001 -0.096 0.08
H -4.872706 5.402966 -2.372076 -0.042 -0.011 -0.027 0.07
C -0.930899 -2.478927 4.606665 0.014 0.020 -0.055 -0.02
C -1.057234 -1.277296 3.715160 -0.014 -0.093 -0.106 -0.24
C -0.451879 -0.061926 4.037825 0.046 0.035 0.079 -0.02
C -0.567931 1.038312 3.209333 0.035 0.092 0.102 -0.06
C -1.304865 0.921942 2.040027 -0.158 0.010 -0.254 -0.41
C -1.911174 -0.279238 1.687224 -0.035 -0.014 -0.118 -0.07
C -1.783609 -1.370767 2.525806 0.024 -0.060 0.079 -0.01
S -1.497061 2.241227 0.882682 0.139 -0.208 0.426 1.05
C -1.729649 3.638747 1.959393 0.070 0.231 -0.210 -0.20
O -0.024367 2.473473 0.384382 -1.429 0.566 0.592 -0.63
H -0.375415 -2.258730 5.516215 -0.014 0.014 -0.017 0.09
H -0.420224 -3.286237 4.075442 -0.009 0.012 0.038 0.08
H -1.917102 -2.852885 4.883535 0.013 0.001 0.027 0.10
H 0.112915 0.028663 4.958435 -0.024 -0.034 -0.016 0.13
H -0.089393 1.972067 3.481243 -0.007 -0.041 0.004 0.12
H -2.476969 -0.355696 0.763575 0.014 0.005 0.064 0.12
H -2.260984 -2.308187 2.262838 0.015 0.037 0.003 0.13
H -0.823831 3.800387 2.540723 -0.048 -0.043 0.038 0.06
H -2.595841 3.442900 2.591772 0.028 -0.055 -0.047 0.09
H -1.929554 4.484690 1.301064 0.001 -0.004 -0.008 -0.01
Cl 3.414858 1.268986 -1.746805 0.126 -0.116 -0.168 0.69
C 2.437698 2.779615 -1.732009 0.406 -0.156 -0.425 -0.54
H 1.963980 2.873406 -2.702744 -0.222 -0.016 0.034 0.02
H 3.123668 3.604919 -1.571591 -0.050 0.098 0.158 0.03
```
Forces are in eV/Å.

Properties
charge: +2
LUMO: -6.0 eV
ΔE to the lowest compared entry with this formula, charge and spin: 74.8 kJ/mol
HOMO-LUMO gap: 5.9 eV
calculated total energy: -7232.94520 a.u.